[1]
The following is a quantum chemistry calculation of a single C7H10NOP molecule, from the OMol25 dataset.

Each line ends with the natural charge from an NBO analysis.
Cartesian coordinates (Å):
C -0.9130 -2.8354 -0.8672  -0.12
C -1.0194 -1.6553 -1.0512  -0.45
C 1.7909 0.5801 -0.7639  -0.22
C 0.6599 0.7590 -1.4686  -0.49
C 3.3043 0.1211 1.0783  -0.32
C 2.0679 -0.0284 0.5273  -0.24
C -2.6874 0.6956 1.1047  -0.42
N -1.3790 0.6911 0.4868  -0.94
O -2.1817 0.7700 -1.9117  -1.06
P -1.1696 0.1130 -1.1149  2.00
H -0.9718 -3.8468 -0.7459  0.23
H 2.7045 0.7760 -1.3492  0.21
H 0.5931 1.2743 -2.4728  0.24
H 3.4874 -0.3079 1.9760  0.19
H 4.1894 0.6986 0.6242  0.20
H 1.2239 -0.3807 1.0938  0.20
H -2.8922 1.7312 1.5266  0.20
H -3.4121 0.2818 0.3579  0.22
H -2.7766 -0.0167 1.9225  0.18
H -0.6185 0.5795 1.0473  0.38

Computed properties:
frontier orbital gap	9.3464	eV
relative energy (zero: lowest compared OMol25 entry of this formula, charge and spin)	112.11	kcal per mole
SMILES	C#C[P@](=O)(/C=C\C=C)NC

[2]
The following is a quantum chemistry calculation of a molecular structure, C45H39BaBrN9O4, from the OMol25 dataset.

Each line ends with the Mulliken charge.
Cartesian coordinates (Å):
Ba 2.2667 -11.2168 19.9828  1.33
C 1.4581 -12.3024 15.1666  -1.04
C 2.2304 -12.0609 16.3254  -0.06
N 2.0561 -12.6897 17.4392  -0.21
C 1.2382 -13.7609 17.5085  0.48
C 0.5621 -14.3081 16.3253  0.63
C 0.6758 -13.4688 15.1891  -0.63
C -0.2140 -15.5002 16.4105  -0.82
C -0.2930 -16.1907 17.6034  -0.67
C 0.2723 -15.5946 18.7658  -0.33
C 1.1887 -14.5322 18.7187  -0.61
N 1.9254 -14.1647 19.7895  0.49
C 2.7898 -15.0231 20.3973  0.12
C 2.9573 -16.3826 20.0148  -0.48
C 3.8686 -17.1827 20.6691  -0.91
C 4.7188 -16.6422 21.6364  -0.81
C 4.6180 -15.2995 22.0559  0.86
C 5.3820 -14.7134 23.1251  -0.57
C 5.3147 -13.3835 23.3601  -0.90
C 4.4244 -12.6386 22.5574  -0.32
N 3.4755 -13.1660 21.7602  0.24
C 3.6425 -14.4557 21.4370  -0.19
H 1.4984 -11.7156 14.2223  0.35
H 2.9250 -11.2400 16.2744  0.41
H 0.0731 -13.7471 14.3540  0.43
H -0.6229 -15.9449 15.4426  0.22
H -0.8816 -17.0831 17.6108  0.45
H 0.1266 -16.0501 19.7349  0.83
H 2.2453 -16.7260 19.2419  0.45
H 3.9112 -18.2179 20.4533  0.43
H 5.6052 -17.1827 22.0478  0.23
H 5.9960 -15.4047 23.7262  0.34
H 5.8864 -12.8682 24.1478  0.39
H 4.4585 -11.5738 22.6716  0.44
Br 8.7888 -1.1628 18.7031  -0.22
C 7.8336 -2.1085 17.3517  0.02
C 6.4090 -2.0508 17.2766  -0.27
C 5.7405 -2.9788 16.5028  -0.25
C 6.4918 -4.0582 15.9986  0.30
C 7.9036 -4.0304 15.9626  -0.52
C 8.5355 -2.9663 16.5620  -0.33
N 5.8897 -5.2747 15.7301  -0.63
N 4.8360 -5.4361 16.4042  0.00
C 4.6121 -6.7417 16.6753  0.03
C 5.6605 -7.6705 16.6405  -0.27
C 5.5246 -8.8841 17.1922  -0.86
C 4.3074 -9.2325 17.8514  0.33
O 4.3504 -10.3141 18.5195  -0.67
C 3.1555 -8.3914 17.6144  0.02
N 1.9592 -8.9590 17.9151  0.14
C 0.9332 -8.1034 17.8924  -0.89
C 0.9763 -6.7564 17.5411  -0.79
C 2.1561 -6.2309 16.9749  -0.69
C 3.3040 -7.0349 17.1070  0.69
H 5.9068 -1.3431 17.9233  0.38
H 4.6751 -3.0293 16.2810  0.38
H 8.4547 -4.8806 15.5988  0.38
H 9.6327 -2.8337 16.5358  0.33
H 6.5659 -7.3473 16.1489  0.50
H 6.3085 -9.6670 17.1303  0.36
H -0.0086 -8.5208 18.2098  0.83
H 0.0889 -6.1545 17.7658  0.38
H 2.2268 -5.2936 16.4044  0.42
N 2.6731 -7.9890 23.9661  -0.61
C 3.4824 -7.6089 22.7982  -0.60
C 3.1227 -8.5544 21.6392  0.60
O 3.2645 -9.8243 21.9164  -0.52
O 2.4575 -8.0849 20.6390  -0.60
H 3.0644 -7.5281 24.7843  0.21
H 2.6783 -9.0039 24.0853  0.23
H 4.6114 -7.5847 22.9373  0.25
H 3.2091 -6.5574 22.4895  0.25
C -1.3904 -15.0890 22.9920  -0.74
C -2.4769 -14.1190 22.5978  -1.04
N -2.9254 -13.2137 23.6362  0.24
C -3.5277 -13.8650 24.8499  -0.79
C -2.6089 -13.5856 26.0414  -1.02
C -3.1503 -11.8484 23.4688  0.33
O -3.8778 -11.1854 24.2394  -0.66
C -2.2820 -11.0432 22.5361  0.70
C -2.8974 -9.8896 21.9394  -0.66
C -2.1649 -9.0494 21.1330  -0.84
C -0.8226 -9.3916 20.8401  -0.66
N -0.3120 -10.5282 21.3315  0.20
C -0.9856 -11.3276 22.1607  -0.63
H -1.1789 -15.5627 22.0225  0.16
H -1.6945 -15.8549 23.6867  0.43
H -0.4994 -14.5264 23.3866  0.20
H -3.3420 -14.7365 22.2674  0.32
H -2.1777 -13.5009 21.7143  0.59
H -3.7106 -14.9220 24.5589  0.47
H -4.5075 -13.4109 25.0146  0.42
H -1.5754 -13.5670 25.6494  0.24
H -2.7696 -14.3342 26.8434  0.34
H -2.8961 -12.6421 26.5012  0.31
H -3.8350 -9.5393 22.3234  0.43
H -2.6809 -8.1507 20.7511  0.41
H -0.1906 -8.6922 20.3265  0.87
H -0.4262 -12.1726 22.5819  0.51

Computed properties:
frontier orbital gap	6.0685	eV
relative energy (zero: lowest compared OMol25 entry of this formula, charge and spin)	12.87	kcal per mole
net charge	-1

[3]
The following is a quantum chemistry calculation of a molecular structure, H7Na2O5, from the OMol25 dataset.

Each line ends with the natural charge from an NBO analysis.
Cartesian coordinates (Å):
Na -0.0296 -0.3965 0.1033  0.94
Na -0.0505 -0.9581 -2.8423  0.97
O 1.3280 -2.1778 -0.8390  -1.38
H 1.5481 -2.7589 -0.0850  0.41
O 1.0527 1.0786 -1.5266  -1.33
H 1.7012 1.8056 -1.6001  0.41
O -1.8839 -0.1613 -1.3123  -1.35
H -2.3440 -1.0201 -1.3848  0.39
O 0.3654 2.4514 0.6191  -1.00
H 1.1532 2.7358 1.0825  0.44
H 0.6924 2.0508 -0.1865  0.50
O -0.8827 -0.8318 2.4065  -0.94
H -1.3792 -1.6336 2.5707  0.47
H -1.2713 -0.1842 2.9945  0.47

Computed properties:
frontier orbital gap	5.7763	eV
net charge	-1